Entry 1:
Molecular formula: C18H21ClIN4ORbS2
Method: DFT, wB97M-V/def2-TZVPD

The geometry in XYZ format:
```
49
Properties=species:S:1:pos:R:3:forces:R:3
Rb 0.097 -0.226 -0.278 0.2 -0.2 0.4
C 1.926 2.834 -0.277 0.1 0.1 0.0
C 3.131 2.100 0.322 0.2 0.1 0.1
N 2.935 0.685 0.596 -0.4 -0.1 -0.2
C 3.295 0.204 1.915 0.2 0.1 0.1
C 2.490 0.796 3.071 0.0 0.1 0.1
S 0.694 0.553 3.023 0.0 0.0 -0.2
C 0.040 2.242 2.864 0.0 0.1 0.1
C 0.662 3.169 1.822 0.1 0.1 0.0
N 0.693 2.650 0.469 -0.1 -0.3 0.1
H 1.753 2.496 -1.301 0.0 -0.1 0.0
H 2.230 3.893 -0.343 -0.1 0.0 -0.1
H 3.418 2.596 1.253 0.0 0.0 0.0
H 3.975 2.266 -0.357 0.0 0.0 0.0
H 3.352 0.104 -0.118 0.1 0.1 0.1
H 4.353 0.403 2.161 0.0 0.0 0.0
H 3.173 -0.882 1.915 0.0 0.0 0.0
H 2.681 1.864 3.168 0.0 0.0 0.0
H 2.860 0.342 3.992 0.0 0.0 0.0
H 0.104 2.741 3.833 0.0 0.0 0.0
H -1.021 2.089 2.653 0.0 0.0 0.0
H 1.682 3.406 2.133 0.0 0.0 0.0
H 0.117 4.121 1.885 0.0 0.0 0.0
H -0.111 2.944 -0.069 0.1 0.1 0.0
Cl -6.420 -0.168 -4.417 -0.1 0.0 0.0
C -4.767 -0.074 -3.867 0.1 0.0 0.0
C -3.752 -0.030 -4.782 0.0 0.0 0.0
C -2.417 0.048 -4.379 -0.1 0.0 0.0
I -0.915 0.115 -5.819 0.0 0.0 0.0
C -2.024 0.091 -3.032 0.1 0.0 0.1
O -0.833 0.162 -2.622 0.1 0.1 -0.5
C -3.127 0.029 -2.068 -0.2 0.0 -0.3
N -2.782 0.047 -0.763 -0.2 0.0 0.3
C -3.732 0.001 0.143 0.0 0.0 0.1
C -5.100 -0.066 -0.162 0.0 0.0 -0.1
C -5.474 -0.092 -1.478 0.0 0.0 0.1
C -4.484 -0.046 -2.480 0.0 0.0 -0.2
H -3.981 -0.055 -5.839 -0.1 0.0 0.0
H -3.416 0.014 1.183 0.0 0.0 0.0
H -5.830 -0.098 0.636 0.0 0.0 0.0
H -6.515 -0.146 -1.763 0.0 0.0 0.0
S 0.215 -5.732 0.374 0.0 0.0 -0.2
C -0.962 -5.091 -0.690 0.0 0.1 0.1
C -0.892 -3.735 -0.686 -0.1 -0.1 -0.1
N 0.078 -3.199 0.121 0.1 0.0 -0.1
C 0.743 -4.142 0.712 0.0 0.0 0.2
H -1.642 -5.707 -1.252 0.0 -0.1 0.0
H -1.532 -3.080 -1.260 0.0 0.0 0.0
H 1.555 -3.953 1.397 0.0 0.0 0.0
```
Positions in Å, forces in eV/Å.

Calculated values
Net charge   0
Spin multiplicity   1
Frontier orbital gap   6.2254 eV
LUMO   -0.004 Ha
Energy above the lowest of the compared OMol25 structures with the same formula, charge and spin   4.84 kcal/mol
HOMO level   -0.2324 Ha
Total energy   -69964.4353 eV

Mulliken population analysis, charges in e, atoms 1 to 8: number 1, Rb, carries 0.76; number 2, C, carries -0.94; number 3, C, carries -0.75; number 4, N, carries 0.07; number 5, C, carries -0.91; number 6, C, carries -0.59; number 7, S, carries -0.10; number 8, C, carries -0.63



Entry 2:
Molecular formula: C16H32Br12O
Method: DFT, wB97M-V/def2-TZVPD

The geometry in XYZ format:
```
61
Properties=species:S:1:pos:R:3:forces:R:3
C 18.364 -0.715 -1.863 -0.1 1.0 -1.4
C 19.736 -0.986 -1.348 1.6 -1.8 -0.3
C 19.995 -2.438 -1.963 -0.4 2.0 -0.1
O 19.243 -2.426 -3.201 -0.6 0.0 -0.1
C 18.496 -1.157 -3.356 1.3 -0.9 2.3
H 18.148 0.353 -1.856 -0.4 0.0 0.3
H 17.638 -1.312 -1.310 -0.2 0.2 -0.2
H 19.944 -0.898 -0.282 -0.5 -0.4 0.1
H 20.532 -0.375 -1.773 -0.4 0.5 -0.4
H 19.672 -3.225 -1.282 -0.1 -0.2 -0.3
H 21.049 -2.526 -2.228 0.1 -0.3 0.2
H 17.565 -1.276 -3.910 0.1 -0.4 0.1
H 19.178 -0.483 -3.874 -0.4 0.2 0.0
Br 16.537 -3.616 -9.730 0.4 -0.6 0.3
C 17.213 -3.744 -7.880 -1.1 1.2 -0.1
C 16.594 -2.516 -7.184 0.3 -0.1 0.2
Br 14.653 -2.646 -6.854 0.7 -0.2 -0.1
H 18.300 -3.682 -7.919 -0.2 0.2 0.0
H 16.891 -4.663 -7.390 -0.1 0.0 -0.4
H 16.710 -1.609 -7.778 0.0 -0.2 0.0
H 17.069 -2.333 -6.219 -0.2 -0.2 0.1
Br 19.773 -8.296 -6.127 0.0 0.1 0.3
C 18.853 -6.910 -5.089 -0.4 -0.8 -0.5
C 19.148 -5.533 -5.599 -0.1 -0.1 0.7
Br 21.000 -5.043 -5.240 -0.3 0.1 -0.2
H 19.038 -7.070 -4.026 0.3 0.1 -0.2
H 17.805 -7.141 -5.280 0.0 0.1 0.1
H 18.513 -4.890 -4.990 0.2 0.5 -0.2
H 18.908 -5.426 -6.657 0.4 0.0 0.2
Br 23.225 -0.079 -0.296 0.5 -0.7 -0.1
C 24.747 -1.033 -1.188 0.1 0.9 0.1
C 25.982 -0.886 -0.296 -0.3 -0.1 -0.1
Br 27.554 -1.819 -1.084 -0.8 0.5 0.2
H 24.846 -0.396 -2.067 0.2 -0.4 0.0
H 24.448 -2.033 -1.503 0.0 0.1 0.4
H 25.889 -1.274 0.718 -0.2 -0.2 -0.3
H 26.174 0.183 -0.207 0.4 -0.2 -0.1
Br 24.276 3.617 -1.760 -0.8 0.2 -1.0
C 22.964 3.067 -3.178 -0.2 -1.2 0.5
C 21.596 2.779 -2.533 0.6 -0.1 -0.1
Br 20.435 2.054 -3.974 0.3 0.3 0.7
H 23.381 2.108 -3.483 -0.1 -0.1 0.1
H 22.914 3.612 -4.121 0.2 0.9 0.6
H 21.074 3.599 -2.039 0.2 0.2 -0.5
H 21.758 2.014 -1.773 -0.3 -0.2 -0.3
Br 23.779 -0.999 -4.765 -0.8 -0.1 0.1
C 21.853 -1.254 -4.937 -1.4 -0.6 -2.6
C 21.437 -0.999 -6.449 0.7 0.8 0.7
Br 19.490 -0.981 -6.590 0.3 0.0 -0.2
H 21.215 -0.670 -4.273 0.8 0.4 0.0
H 21.505 -2.284 -4.852 0.8 -0.2 0.8
H 21.798 -1.732 -7.170 0.0 -0.3 0.5
H 21.769 -0.037 -6.838 -0.1 0.1 0.3
Br 21.915 3.194 -7.184 -0.6 -0.4 -1.4
C 21.162 2.821 -9.025 -0.2 0.1 -0.5
C 19.686 2.321 -8.957 1.4 -0.1 0.5
Br 18.960 1.838 -10.711 0.3 0.4 0.4
H 21.810 2.142 -9.580 0.0 -0.7 0.8
H 21.361 3.707 -9.628 -0.7 0.5 0.5
H 19.037 3.021 -8.431 0.0 0.0 -0.4
H 19.685 1.375 -8.416 -0.1 0.2 0.0
```
Positions in Å, forces in eV/Å.

Calculated values
Net charge   0
Spin multiplicity   1
Frontier orbital gap   10.0294 eV
LUMO   0.008 Ha
Energy above the lowest of the compared OMol25 structures with the same formula, charge and spin   37.59 kcal/mol
HOMO level   -0.3609 Ha
Total energy   -859667.6661 eV

Mulliken population analysis, charges in e, atoms 1 to 8: number 1, C, carries -0.73; number 2, C, carries 0.11; number 3, C, carries -0.52; number 4, O, carries -0.28; number 5, C, carries 0.30; number 6, H, carries 0.38; number 7, H, carries 0.31; number 8, H, carries 0.40



Entry 3:
Molecular formula: C59H47CsN4O2P2Se2
Method: DFT, wB97M-V/def2-TZVPD

The geometry in XYZ format:
```
117
Properties=species:S:1:pos:R:3:forces:R:3
Cs -0.378 -0.464 -1.620 -0.3 0.0 0.5
O -0.357 -3.176 -2.286 0.0 0.1 -0.1
C -0.263 -3.808 -3.460 0.0 0.0 -0.1
C -0.859 -2.907 -4.635 0.0 0.0 -0.1
C -0.013 -1.755 -5.112 0.0 -0.1 -0.1
C 1.056 -2.033 -5.964 0.0 0.0 0.0
C 1.857 -0.999 -6.404 0.0 0.0 0.0
C 1.558 0.288 -6.000 0.0 0.0 0.0
C 0.455 0.511 -5.176 0.0 0.1 -0.1
C 0.078 1.932 -4.832 0.0 0.0 0.0
C 0.798 2.590 -3.582 0.0 0.0 -0.1
O 0.344 2.104 -2.421 0.1 -0.2 -0.1
C 2.321 2.365 -3.771 0.1 0.0 0.0
C 2.980 1.468 -2.940 0.0 0.0 0.1
C 4.334 1.202 -3.108 0.0 0.0 0.0
C 5.057 1.837 -4.107 0.0 0.0 0.0
C 4.415 2.755 -4.930 0.0 0.0 0.0
C 3.064 3.015 -4.756 -0.1 0.0 0.0
C 0.555 4.121 -3.599 0.0 0.0 0.0
C -0.290 4.806 -4.462 0.0 0.0 0.0
C -0.514 6.176 -4.318 0.0 0.0 0.0
C 0.112 6.886 -3.309 0.0 0.0 0.0
C 0.959 6.209 -2.433 0.0 0.0 0.0
C 1.168 4.851 -2.575 0.0 0.0 0.0
N -0.319 -0.500 -4.750 0.1 0.0 0.0
C 1.231 -4.141 -3.745 0.0 0.0 0.0
C 2.158 -3.167 -3.363 -0.1 0.0 -0.1
C 3.517 -3.348 -3.533 0.0 0.0 0.0
C 3.998 -4.532 -4.087 0.0 0.0 0.0
C 3.098 -5.514 -4.462 0.0 0.0 0.0
C 1.727 -5.318 -4.294 0.0 0.0 0.0
C -1.095 -5.122 -3.471 0.0 0.0 0.0
C -1.587 -5.563 -2.247 0.0 0.0 0.0
C -2.340 -6.724 -2.152 0.0 0.0 0.0
C -2.627 -7.472 -3.287 0.0 0.0 0.0
C -2.150 -7.042 -4.517 0.0 0.0 0.0
C -1.395 -5.878 -4.604 0.0 0.0 0.0
H -1.805 -2.540 -4.234 0.0 0.0 0.0
H -1.078 -3.517 -5.515 0.0 0.0 0.0
H 1.260 -3.058 -6.248 0.0 0.0 0.0
H 2.704 -1.193 -7.052 0.0 0.0 0.0
H 2.162 1.124 -6.324 0.0 0.0 0.0
H -0.989 1.973 -4.606 0.0 0.0 0.0
H 0.271 2.526 -5.731 0.0 0.0 0.0
H 2.421 0.993 -2.140 -0.1 0.1 -0.1
H 4.826 0.496 -2.449 0.0 0.0 0.0
H 6.112 1.627 -4.239 0.0 0.0 0.0
H 4.971 3.271 -5.705 0.0 0.0 0.0
H 2.569 3.741 -5.394 0.0 0.0 0.0
H -0.802 4.279 -5.257 0.0 0.0 0.0
H -1.186 6.683 -5.002 0.0 0.0 0.0
H -0.059 7.950 -3.197 0.0 0.0 0.0
H 1.450 6.749 -1.630 0.0 0.0 0.0
H 1.796 4.313 -1.875 0.0 0.0 0.0
H 1.762 -2.249 -2.948 0.1 -0.1 0.1
H 4.205 -2.563 -3.241 0.0 0.0 0.0
H 5.064 -4.686 -4.215 0.0 0.0 0.0
H 3.458 -6.449 -4.879 0.0 0.0 0.0
H 1.051 -6.114 -4.578 0.0 0.0 0.0
H -1.357 -4.942 -1.390 0.0 0.0 0.0
H -2.713 -7.045 -1.185 0.0 0.0 0.0
H -3.220 -8.377 -3.216 0.0 0.0 0.0
H -2.369 -7.611 -5.414 0.0 0.0 0.0
H -1.031 -5.567 -5.578 0.0 0.0 0.0
Se -2.020 -2.206 6.232 0.0 0.0 0.0
P -2.578 -0.418 5.254 0.0 0.0 0.0
C -4.364 -0.115 5.427 0.0 0.0 0.0
C -5.246 -1.103 4.992 0.0 0.0 0.0
C -6.609 -0.932 5.141 0.0 0.0 0.0
C -7.109 0.223 5.734 0.0 0.0 0.0
C -6.237 1.205 6.172 0.0 0.0 0.0
C -4.865 1.038 6.016 0.0 0.0 0.0
C -1.790 1.057 5.977 -0.2 0.1 0.0
C -1.394 1.059 7.310 -0.1 0.1 0.0
C -0.764 2.172 7.844 0.0 0.0 0.0
C -0.510 3.281 7.044 0.0 0.0 0.0
C -0.904 3.282 5.714 0.0 0.0 0.0
C -1.554 2.176 5.184 -0.2 0.0 0.1
C -2.283 -0.285 3.501 0.0 0.1 0.0
C -1.153 -0.221 2.675 0.0 0.1 0.0
N -1.608 -0.126 1.413 -0.1 -0.1 -0.1
N -2.928 -0.145 1.447 0.0 0.1 0.1
N -3.364 -0.224 2.690 0.0 -0.2 0.0
P 0.610 0.027 2.859 0.0 0.0 0.0
Se 1.781 -0.776 1.303 0.2 -0.1 0.2
C 1.085 -0.600 4.497 0.0 0.0 0.0
C 1.474 -1.936 4.584 0.0 0.0 0.0
C 1.849 -2.472 5.803 0.0 0.0 0.0
C 1.853 -1.679 6.943 0.0 0.0 0.0
C 1.466 -0.351 6.862 0.1 -0.1 0.0
C 1.076 0.187 5.644 0.1 0.0 0.0
C 0.811 1.835 2.918 0.0 0.0 -0.1
C -0.088 2.637 2.219 0.1 0.0 0.0
C 0.118 4.007 2.138 0.0 0.0 0.0
C 1.215 4.584 2.761 0.0 0.0 0.0
C 2.123 3.785 3.444 0.0 0.0 0.0
C 1.931 2.414 3.509 0.0 0.0 0.0
H -4.853 -2.000 4.532 0.0 0.0 0.0
H -7.288 -1.698 4.788 0.0 0.0 0.0
H -8.178 0.354 5.849 0.0 0.0 0.0
H -6.619 2.108 6.632 0.0 0.0 0.0
H -4.192 1.814 6.355 0.0 0.0 0.0
H -1.554 0.166 7.903 0.0 0.0 0.0
H -0.451 2.169 8.881 0.0 0.0 0.0
H 0.007 4.139 7.455 0.0 0.0 0.0
H -0.688 4.131 5.077 0.0 0.0 0.0
H -1.852 2.168 4.143 0.0 0.0 0.1
H 1.493 -2.540 3.685 0.0 0.0 0.0
H 2.138 -3.514 5.863 0.0 0.0 0.0
H 2.145 -2.101 7.896 0.0 0.0 0.0
H 1.449 0.269 7.750 0.0 0.0 0.0
H 0.760 1.221 5.596 0.2 -0.1 0.0
H -0.930 2.184 1.711 0.0 0.0 0.0
H -0.571 4.617 1.569 0.0 0.0 0.0
H 1.377 5.653 2.694 0.0 0.0 0.0
H 2.994 4.228 3.912 0.0 0.0 0.0
H 2.661 1.790 4.009 0.0 0.0 0.0
```
Positions in Å, forces in eV/Å.

Calculated values
Net charge   -2
Spin multiplicity   1
Frontier orbital gap   6.1797 eV
LUMO   0.133 Ha
Energy above the lowest of the compared OMol25 structures with the same formula, charge and spin   1.70 kcal/mol
HOMO level   -0.0944 Ha
Total energy   -221823.3515 eV

Mulliken population analysis, charges in e, atoms 1 to 8: number 1, Cs, carries 1.24; number 2, O, carries -0.87; number 3, C, carries 2.18; number 4, C, carries -1.28; number 5, C, carries 0.40; number 6, C, carries -0.32; number 7, C, carries -1.32; number 8, C, carries -0.25



Entry 4:
Molecular formula: C9H21N2O3S4Tc
Method: DFT, wB97M-V/def2-TZVPD

The geometry in XYZ format:
```
40
Properties=species:S:1:pos:R:3:forces:R:3
Tc -0.115 0.570 0.222 -0.2 0.2 -0.3
C 0.765 -2.692 -0.210 0.0 0.0 0.0
C 2.058 -1.900 -0.239 0.0 0.0 0.0
S 2.069 -0.426 0.823 0.1 0.1 0.1
C 1.942 -1.135 2.497 0.1 0.0 0.1
C 0.853 -0.474 3.317 -0.1 0.0 0.1
S -0.718 -0.257 2.441 -0.1 0.0 0.1
C -1.349 -1.953 2.160 -0.1 0.0 0.0
C -1.865 -2.149 0.744 0.0 0.0 0.1
S -0.690 -1.639 -0.547 0.0 0.0 0.0
H 0.615 -3.200 0.740 0.0 0.0 0.0
H 0.780 -3.454 -0.990 0.0 0.0 0.0
H 2.279 -1.513 -1.235 0.0 0.0 0.0
H 2.905 -2.521 0.059 0.0 0.0 0.0
H 2.906 -0.978 2.983 0.0 0.0 0.0
H 1.800 -2.209 2.390 0.0 0.0 0.0
H 1.135 0.531 3.636 0.0 0.0 0.0
H 0.638 -1.042 4.225 0.0 0.0 0.0
H -2.167 -2.090 2.870 0.0 0.0 0.0
H -0.556 -2.648 2.430 0.0 0.0 0.0
H -2.766 -1.565 0.544 0.0 0.0 0.0
H -2.109 -3.199 0.571 0.0 0.0 0.0
N -0.066 2.592 1.099 0.0 -0.1 0.1
N -1.192 3.231 0.527 0.0 0.0 0.1
C -2.241 2.442 0.114 -0.1 -0.3 -0.2
O -3.275 2.816 -0.310 0.0 0.0 0.1
O -1.903 1.074 0.049 -0.1 0.1 0.2
H -0.136 2.623 2.119 0.1 0.0 0.0
H 0.776 3.107 0.840 0.0 0.0 0.0
H -1.407 4.177 0.826 0.0 0.0 0.0
C -1.243 1.722 -3.355 -0.1 -0.1 0.0
S 0.411 2.015 -2.798 0.2 0.3 0.3
C 1.359 1.095 -3.973 0.1 -0.1 0.0
O 0.537 1.130 -1.466 0.2 -0.1 -0.4
H -1.290 2.198 -4.340 0.0 0.0 0.0
H -1.942 2.223 -2.688 0.0 0.0 0.0
H -1.435 0.652 -3.435 0.0 0.0 0.0
H 1.303 1.667 -4.904 0.0 0.0 0.0
H 0.942 0.098 -4.104 0.0 0.0 0.0
H 2.393 1.079 -3.630 0.0 0.0 0.0
```
Positions in Å, forces in eV/Å.

Calculated values
<S²>   0.765
Net charge   +3
Spin multiplicity   2
Frontier orbital gap (spin up / spin down)   7.0534 / 7.2520 eV
LUMO (spin up / spin down)   -0.474 / -0.459 Ha
HOMO level (spin up / spin down)   -0.7334 / -0.7251 Ha
Total energy   -64307.7424 eV

Mulliken population analysis, charges in e, atoms 1 to 8: number 1, Tc, carries 1.18; number 2, C, carries -0.72; number 3, C, carries -0.72; number 4, S, carries 0.00; number 5, C, carries -0.68; number 6, C, carries -0.71; number 7, S, carries 0.10; number 8, C, carries -0.77